{
  "formula": "C23H78N4O16",
  "method": "ωB97M-V/def2-TZVPD",
  "symbols": ["H", "H", "C", "H", "H", "O", "C", "H", "H", "H", "H", "H", "H", "H", "H", "H", "H", "H", "H", "H", "H", "H", "H", "C", "H", "C", "H", "O", "C", "N", "O", "C", "H", "H", "H", "H", "C", "H", "H", "H", "O", "O", "C", "O", "H", "H", "H", "H", "H", "H", "H", "H", "H", "H", "C", "O", "O", "H", "O", "O", "C", "H", "H", "H", "O", "C", "H", "C", "C", "C", "H", "H", "H", "H", "O", "H", "C", "C", "H", "H", "N", "H", "N", "H", "H", "H", "C", "C", "H", "H", "C", "H", "H", "H", "H", "C", "H", "H", "O", "C", "O", "H", "C", "H", "O", "C", "O", "H", "H", "H", "H", "H", "H", "H", "H", "H", "H", "H", "H", "H", "N"],
  "xyz": [[14.2611, -5.6731, 3.5102], [19.9038, -7.2950, 3.6492], [17.6796, -6.0915, 2.4762], [21.3721, -7.6859, 6.1431], [19.0587, -0.7520, 6.2912], [17.8271, -1.0764, 0.9881], [16.6286, -6.3713, 6.6341], [12.8423, -8.6100, -1.7326], [17.6003, -5.3099, 8.0881], [20.0764, -3.2374, -2.2032], [16.1428, -3.8862, 0.7640], [12.1244, -7.9236, 0.3321], [19.6949, -1.7572, 1.6905], [20.1654, -5.9541, 4.8444], [21.1353, -1.0317, 0.0150], [17.1792, -7.6063, -4.0920], [14.6408, -8.1486, -1.5348], [16.9292, -7.4636, -1.2036], [17.7188, -3.8195, -4.0343], [16.2831, -6.2756, 8.6442], [14.6363, -10.2932, 4.0820], [15.2859, -3.4871, 3.2317], [22.4120, -1.8851, 0.8191], [14.9408, -3.8204, 4.2327], [21.9805, -7.0448, -1.3443], [15.4534, -4.4621, 0.1535], [22.9549, -6.9091, 2.7801], [18.8645, -11.2622, 3.4469], [17.7224, -3.3089, -2.0508], [15.6169, -7.1779, 6.4097], [13.8834, -7.3926, 1.0434], [24.0768, -6.8265, 1.0402], [20.4418, -10.0663, 3.6572], [18.4298, -9.3805, 1.6627], [13.8856, -9.4280, -0.6591], [22.1774, -3.6585, 1.9817], [18.9690, -1.6770, 6.8664], [12.9816, -4.4225, 3.5533], [17.4606, -2.2677, -0.3608], [20.7599, -3.6000, -0.2575], [20.2994, -1.8529, 7.3641], [20.6246, -3.3313, 3.4609], [18.6605, -2.0922, 1.5160], [20.9222, -2.7973, -2.0973], [16.2473, -10.5314, 4.7482], [15.6978, -7.6488, 5.4671], [19.8683, -5.3106, -1.8755], [17.7580, -5.0856, 4.1000], [19.7181, -10.3602, 1.0589], [14.9721, -9.7295, 5.6711], [24.2465, -5.2053, -0.0135], [13.8362, -6.4832, 1.3039], [18.9285, -11.5446, 4.3478], [13.5108, -5.2408, 4.9818], [19.3861, -9.6811, 1.8309], [20.5710, -7.8324, 5.6119], [14.3225, -4.6341, 0.9246], [14.4650, -2.9850, 5.9072], [16.7383, -7.9100, -3.3017], [23.7703, -5.4633, 0.7561], [13.7050, -8.4313, -1.0463], [17.6154, -3.2840, 6.1702], [15.1483, -3.8841, -0.6721], [24.3116, -7.3090, 0.1065], [18.0323, -4.9413, 3.2008], [17.2903, -7.2139, -2.2147], [17.9114, -0.3298, 1.6172], [13.8763, -4.8449, 4.0585], [20.5249, -6.9334, 4.5121], [18.5895, -2.8685, 5.9891], [19.9590, -8.7745, 1.6943], [15.8144, -4.2972, 4.7464], [18.6687, -5.0930, 0.7035], [16.5034, -1.7046, -1.6250], [17.5769, -6.1651, 5.6947], [18.1533, -2.5376, 2.3354], [13.0359, -7.5036, -0.0772], [21.0977, -6.5994, -1.0798], [20.7248, -1.0560, 7.4915], [19.5678, -6.4617, 1.5920], [16.7350, -5.8616, 7.8441], [21.5409, -6.7817, 4.0995], [17.2103, -2.3660, -1.3045], [18.8715, -9.3129, 3.9175], [14.6549, -7.0091, 6.7418], [12.8271, -6.5154, -0.5202], [23.0371, -7.5302, 1.8975], [15.4447, -9.8546, 4.6829], [22.7643, -1.1400, -0.6291], [17.7987, -6.9224, 3.1713], [18.5954, -6.0800, 1.2109], [19.3382, -3.6041, 5.8823], [25.0423, -6.8252, 1.5663], [23.4148, -8.5275, 2.1090], [20.4133, -7.2570, -0.5379], [21.5414, -4.1988, 2.7050], [18.3222, -7.4547, -2.0529], [18.2396, -6.8044, 0.4692], [20.4267, -6.0613, -2.1913], [21.9773, -1.7068, -0.1946], [15.8334, -8.6425, 4.1571], [22.2137, -4.6876, 3.3778], [21.4865, -3.0556, -0.8308], [21.1694, -5.8105, -0.2993], [14.3906, -2.7839, 4.9970], [19.4117, -10.0578, 3.2505], [18.6181, -4.2956, -1.5746], [19.7505, -3.6248, 3.2756], [16.6210, -6.0098, 2.2464], [22.2597, -3.7765, -1.1065], [20.9841, -4.9166, 2.1593], [16.9637, -2.2596, -3.6659], [17.1956, -6.1368, -2.4238], [18.5622, -2.5711, 4.9284], [15.8986, -5.4229, -0.1984], [18.8320, -2.8157, 0.7702], [22.0885, -7.7264, 1.3690], [16.0676, -8.7957, 3.2296], [13.5327, -4.4966, 0.3783], [18.3695, -1.4824, 7.7378], [17.3899, -3.1424, -3.2991]],
  "atomic_forces_ev_per_a": [[0.14, -0.78, -0.68], [0.36, -0.01, 1.22], [0.34, 0.73, -0.89], [-0.51, 0.14, -0.54], [-0.79, -0.03, -0.25], [0.12, 1.49, 0.66], [4.89, 0.80, -4.28], [1.08, 0.00, -0.57], [-1.50, -0.97, -0.79], [-0.05, -0.33, 0.36], [0.47, -0.14, -0.13], [-0.64, -0.17, -0.59], [-0.54, 0.18, 0.63], [-0.21, -0.13, -0.22], [0.05, -0.21, -0.42], [0.21, 0.04, -0.17], [-0.47, 0.57, -0.03], [-1.12, -0.11, -0.76], [-0.45, 1.13, 1.42], [-0.15, -0.10, -0.32], [0.21, -0.15, -0.08], [-0.21, 0.29, 0.74], [-0.43, -0.26, -0.49], [0.70, -1.00, 0.13], [2.24, -1.03, -0.55], [1.05, -0.64, -0.14], [-0.46, -0.32, 0.26], [-1.89, -3.36, -0.66], [4.22, -3.38, 2.60], [-2.27, -1.69, -1.84], [0.45, -0.13, 0.41], [1.05, 0.29, -0.03], [-0.04, 0.24, -0.25], [-3.03, 0.64, -1.21], [0.01, -0.05, 0.68], [-0.52, 0.13, 0.41], [1.55, 0.49, -0.38], [0.64, -0.20, 0.05], [0.23, 0.19, 1.01], [-0.28, 0.06, 0.93], [-0.74, -3.39, -0.13], [2.39, -0.17, -0.55], [1.00, 0.83, -0.01], [-0.21, 1.22, -0.95], [1.08, -1.01, 0.19], [-0.27, 0.92, 1.10], [0.31, -0.86, -0.59], [-0.15, -0.25, 1.14], [0.08, -0.65, 0.28], [0.52, 0.23, -0.19], [0.50, 0.31, -0.86], [0.42, 0.94, 0.63], [0.13, -0.07, 0.69], [-0.07, -0.15, 0.95], [1.74, 0.75, -0.26], [0.01, -0.53, 0.06], [-2.22, -0.48, 1.05], [0.17, -0.37, 1.32], [-0.83, -0.92, 0.33], [-1.14, -0.25, 1.16], [-1.83, -0.86, -1.23], [-0.32, -0.34, 0.47], [0.26, 0.76, -1.37], [-0.34, -0.65, -0.50], [0.58, 1.21, -0.34], [0.50, 0.98, 0.46], [-0.35, -0.56, -0.76], [-1.03, -0.03, -0.86], [0.78, 0.59, -0.46], [-0.58, 1.49, -1.24], [0.38, 0.32, 0.02], [-0.45, 0.50, -0.37], [-0.05, -0.64, 0.63], [0.56, -0.54, 0.01], [-3.80, -0.52, 3.76], [0.06, -0.55, 1.01], [1.12, -0.27, 0.74], [-3.47, 2.09, 1.88], [1.12, 2.60, 0.32], [-0.29, 0.57, -0.62], [1.95, 2.29, 2.48], [-0.50, -0.10, 0.21], [-0.85, 0.75, 0.86], [0.53, -0.17, -1.00], [1.20, -0.04, 0.01], [0.03, -0.27, -0.03], [0.32, 0.14, -1.21], [-2.32, -0.88, 0.48], [0.45, 0.11, -1.34], [0.21, -0.56, -0.48], [-0.36, -0.98, 1.05], [0.91, -1.04, 0.86], [-0.15, -0.18, 0.28], [0.19, 0.01, 0.46], [0.19, -0.95, -0.22], [-0.36, 1.70, 0.34], [0.99, 0.11, -0.50], [0.06, 0.10, 0.09], [0.07, 0.41, -0.36], [-0.77, -1.43, 2.09], [0.48, 0.85, -1.07], [0.31, -0.34, 0.59], [0.90, 0.93, -1.18], [0.98, -0.28, -0.46], [0.11, 1.71, -1.18], [2.02, 2.33, 2.39], [-4.89, 5.03, -2.05], [-1.22, -0.74, -0.20], [-0.36, -0.25, -0.44], [0.64, 0.19, 0.95], [-0.49, -0.81, -0.49], [0.70, -1.46, 0.80], [0.15, -0.24, 0.65], [-0.28, 0.43, 0.27], [-0.18, 0.61, 0.34], [-0.20, -1.20, -1.08], [0.18, 0.63, 0.32], [-0.05, 0.45, 0.27], [0.42, -0.05, 0.34], [-0.93, -0.20, 0.14], [-0.12, -1.09, -5.08]],
  "mulliken_charge": [0.009, -0.632, 0.262, 0.330, 0.312, -0.643, 0.134, 0.392, 0.300, 0.312, -0.344, 0.328, 0.449, -0.425, 0.234, 0.345, 0.155, -0.058, 0.295, 0.198, 0.344, -0.267, 0.280, 1.097, 0.677, -0.444, -0.105, -0.601, -0.014, -0.212, -0.363, -0.767, 0.264, 0.238, 0.294, 0.040, -0.533, 0.226, -0.141, -0.928, -0.557, -0.582, -0.037, -0.650, 0.192, 0.385, 0.375, -0.893, 0.538, 0.348, 0.265, 0.122, 0.365, 0.397, -0.773, -0.546, -0.520, 0.390, -0.593, -0.412, -1.078, 0.005, 0.889, 0.442, 1.809, -0.133, 0.380, -0.908, 1.109, -0.052, -0.060, -0.462, -0.381, 0.243, -0.305, 0.320, -0.111, -0.252, 0.286, -1.250, -0.419, 0.077, 0.088, -0.084, 0.232, 0.229, -0.183, -0.811, 0.423, 0.369, 1.886, 0.279, 0.359, 0.506, -0.029, 0.206, 0.326, -0.227, -0.648, -1.252, -0.553, 0.563, 1.422, -0.092, -0.616, 0.105, -0.101, -0.362, -0.580, 0.228, -0.483, 0.179, 0.046, -0.183, 0.134, -0.694, -0.147, 0.189, 0.301, 0.326, -0.349],
  "e_above_lowest_kj_mol": 77.5,
  "gap_ha": 0.3324
}